# 1
Molecular formula: C43H53AuOP3S2
Method: DFT, ωB97M-V/def2-TZVPD

Each line ends with the Löwdin charge.
CARTESIAN COORDINATES (ANGSTROEM)
Au  0.63  0.44  0.30  0.695
S  0.48  2.79  -0.13  0.361
P  1.80  2.28  -1.65  0.506
C  1.86  0.61  -1.27  -0.730
P  1.93  -0.96  -1.92  0.524
S  0.70  -1.84  -0.51  0.387
C  3.56  -1.72  -1.91  -0.361
C  3.75  -3.01  -1.44  -0.090
C  5.02  -3.57  -1.47  -0.063
C  6.09  -2.84  -1.96  -0.064
C  5.90  -1.54  -2.41  -0.065
C  4.64  -0.98  -2.39  -0.088
C  1.30  -1.11  -3.60  -0.332
C  0.09  -0.48  -3.87  -0.097
C  -0.43  -0.51  -5.15  -0.068
C  0.26  -1.18  -6.16  -0.062
C  1.46  -1.81  -5.89  -0.064
C  1.98  -1.79  -4.60  -0.063
C  1.20  2.71  -3.28  -0.361
C  -0.11  3.15  -3.48  -0.094
C  -0.58  3.35  -4.76  -0.067
C  0.24  3.10  -5.85  -0.067
C  1.54  2.65  -5.66  -0.064
C  2.03  2.46  -4.38  -0.086
C  3.40  3.08  -1.47  -0.348
C  4.37  2.47  -0.68  -0.087
C  5.59  3.09  -0.49  -0.065
C  5.85  4.32  -1.09  -0.063
C  4.88  4.93  -1.88  -0.064
C  3.65  4.31  -2.07  -0.076
H  2.92  -3.58  -1.05  0.083
H  5.18  -4.58  -1.11  0.111
H  7.08  -3.27  -1.97  0.111
H  6.74  -0.96  -2.78  0.111
H  4.49  0.04  -2.73  0.103
H  -0.43  0.05  -3.08  0.104
H  -1.37  -0.01  -5.37  0.111
H  -0.15  -1.20  -7.16  0.111
H  1.99  -2.34  -6.67  0.111
H  2.92  -2.28  -4.39  0.107
H  -0.75  3.33  -2.62  0.077
H  -1.59  3.71  -4.92  0.111
H  -0.13  3.25  -6.86  0.111
H  2.18  2.45  -6.51  0.112
H  3.05  2.13  -4.23  0.113
H  4.16  1.51  -0.22  0.097
H  6.35  2.62  0.12  0.110
H  6.80  4.80  -0.95  0.111
H  5.08  5.88  -2.34  0.111
H  2.90  4.79  -2.69  0.112
O  -0.49  0.47  2.10  -0.508
P  -1.54  -0.26  2.93  0.877
C  -2.18  0.91  4.20  -0.335
C  -3.68  0.84  4.54  -0.187
C  -4.57  1.67  3.62  -0.188
C  -4.08  3.11  3.52  -0.189
C  -2.62  3.18  3.06  -0.195
C  -1.72  2.37  3.99  -0.183
C  -0.66  -1.48  3.98  -0.339
C  0.31  -2.47  3.31  -0.178
C  -0.22  -3.87  3.04  -0.198
C  -0.98  -4.44  4.24  -0.191
C  -2.08  -3.50  4.69  -0.191
C  -1.50  -2.15  5.09  -0.177
C  -2.86  -0.90  1.85  -0.328
C  -2.52  -2.26  1.20  -0.202
C  -3.20  -2.45  -0.16  -0.188
C  -4.57  -1.80  -0.16  -0.186
C  -4.44  -0.28  -0.01  -0.175
C  -3.15  0.11  0.72  -0.207
H  -1.64  0.57  5.09  0.107
H  -3.79  1.22  5.56  0.126
H  -4.02  -0.20  4.57  0.100
H  -5.59  1.65  4.02  0.118
H  -4.62  1.22  2.63  0.084
H  -4.17  3.59  4.50  0.118
H  -4.72  3.68  2.83  0.113
H  -2.28  4.22  3.06  0.116
H  -2.52  2.82  2.04  0.092
H  -1.72  2.84  4.98  0.125
H  -0.69  2.39  3.63  0.103
H  -0.02  -0.74  4.48  0.121
H  1.16  -2.56  4.00  0.124
H  0.72  -2.03  2.40  0.058
H  0.63  -4.52  2.79  0.116
H  -0.87  -3.88  2.17  0.081
H  -0.28  -4.60  5.07  0.118
H  -1.38  -5.42  3.99  0.114
H  -2.62  -3.92  5.53  0.116
H  -2.82  -3.37  3.88  0.097
H  -0.83  -2.31  5.94  0.127
H  -2.29  -1.48  5.45  0.096
H  -3.76  -1.01  2.46  0.121
H  -2.82  -3.06  1.88  0.097
H  -1.43  -2.35  1.08  0.032
H  -3.26  -3.52  -0.38  0.117
H  -2.58  -2.01  -0.95  0.099
H  -5.16  -2.21  0.67  0.115
H  -5.12  -2.05  -1.07  0.111
H  -5.30  0.12  0.53  0.107
H  -4.44  0.20  -0.99  0.114
H  -3.21  1.13  1.08  0.084
H  -2.30  0.08  0.03  0.091

## Properties
HOMO (eV): -10.49
Max |F| (eV/A): 0.39
Orbital gap (eV): 7.3
Net charge: +1
DFT total energy (eV): -100726.2526

---

# 2
Molecular formula: C43H53Br2Cl3O4OsP
Method: DFT, ωB97M-V/def2-TZVPD

Each line ends with the Löwdin spin population.
CARTESIAN COORDINATES (ANGSTROEM)
Os  0.68  0.15  -0.84  2.468
C  -0.16  8.03  -1.13  0.002
C  -1.48  7.25  -1.03  0.017
C  -2.15  7.59  0.31  0.005
C  -2.40  7.66  -2.19  0.014
C  -1.25  5.75  -1.13  0.146
C  -0.11  5.23  -1.75  -0.004
C  0.08  3.87  -1.80  0.124
Br  1.51  3.17  -2.79  0.041
C  -0.82  2.96  -1.16  0.074
O  -0.47  1.73  -0.98  0.323
C  -2.09  3.48  -0.74  0.089
C  -2.24  4.84  -0.70  -0.003
C  -3.27  2.55  -0.44  0.008
C  -2.99  1.61  0.73  0.004
C  -3.56  1.75  -1.72  0.006
C  -4.54  3.33  -0.10  -0.001
H  -0.35  9.08  -0.91  0.000
H  0.26  7.98  -2.13  0.000
H  0.57  7.66  -0.41  0.000
H  -2.18  8.67  0.44  0.001
H  -1.60  7.16  1.15  0.000
H  -3.18  7.23  0.36  0.000
H  -2.60  8.73  -2.13  0.002
H  -3.35  7.13  -2.15  0.000
H  -1.92  7.45  -3.15  0.000
H  0.62  5.87  -2.21  -0.002
H  -3.17  5.25  -0.35  -0.002
H  -2.12  0.99  0.56  0.001
H  -3.85  0.95  0.89  0.001
H  -2.83  2.18  1.65  0.000
H  -2.69  1.18  -2.05  0.000
H  -3.84  2.42  -2.54  0.000
H  -4.38  1.05  -1.55  0.001
H  -4.43  3.88  0.84  0.000
H  -5.37  2.63  0.03  0.000
H  -4.82  4.02  -0.89  0.000
C  -2.47  -6.70  -1.07  0.000
C  -0.95  -6.76  -0.92  0.002
C  -0.62  -7.49  0.39  0.001
C  -0.38  -7.55  -2.11  0.001
C  -0.31  -5.37  -0.91  0.016
C  -1.04  -4.22  -1.16  -0.001
C  -0.38  -3.01  -1.11  0.024
Br  -1.38  -1.42  -1.52  0.120
C  0.97  -2.83  -0.79  0.004
O  1.50  -1.63  -0.61  0.145
C  1.74  -4.02  -0.66  0.011
C  1.06  -5.23  -0.69  -0.003
C  3.27  -3.96  -0.62  0.001
C  3.80  -3.11  0.54  0.001
C  3.72  -3.37  -1.97  0.002
C  3.89  -5.35  -0.49  0.000
H  -2.87  -7.71  -1.05  0.000
H  -2.77  -6.24  -2.01  0.000
H  -2.93  -6.14  -0.25  0.000
H  -1.11  -8.46  0.40  0.000
H  -0.97  -6.91  1.25  0.000
H  0.45  -7.65  0.50  0.000
H  -0.83  -8.54  -2.15  0.000
H  0.70  -7.66  -2.04  0.000
H  -0.61  -7.04  -3.05  0.000
H  -2.09  -4.24  -1.40  0.001
H  1.64  -6.13  -0.56  0.000
H  3.44  -2.09  0.48  0.000
H  4.89  -3.10  0.51  0.000
H  3.48  -3.54  1.49  0.000
H  3.35  -2.36  -2.11  0.001
H  3.36  -3.99  -2.79  0.000
H  4.81  -3.34  -2.01  0.000
H  3.57  -5.85  0.43  0.000
H  4.97  -5.25  -0.46  0.000
H  3.64  -5.99  -1.34  0.000
C  2.87  0.69  2.06  0.010
P  1.17  0.31  1.55  0.064
C  0.75  -1.28  2.31  0.011
C  1.68  -2.05  3.00  0.002
C  1.32  -3.31  3.46  0.001
C  0.05  -3.81  3.22  0.001
C  -0.88  -3.04  2.54  0.001
C  -0.54  -1.78  2.09  0.006
C  0.22  1.60  2.39  0.006
C  0.36  2.89  1.88  0.003
C  -0.31  3.95  2.47  0.000
C  -1.11  3.71  3.58  0.002
C  -1.25  2.43  4.09  0.000
C  -0.58  1.37  3.49  0.002
H  2.90  0.67  3.15  0.002
H  3.12  1.68  1.70  0.000
H  3.58  -0.02  1.64  0.000
H  2.68  -1.68  3.18  0.000
H  2.05  -3.91  3.99  0.000
H  -0.21  -4.80  3.57  0.000
H  -1.88  -3.43  2.36  0.000
H  -1.27  -1.18  1.56  0.002
H  1.01  3.06  1.02  0.000
H  -0.20  4.95  2.08  0.000
H  -1.64  4.54  4.05  0.000
H  -1.88  2.25  4.95  0.000
H  -0.68  0.37  3.90  0.000
Cl  4.61  2.35  -3.40  0.002
C  4.65  1.17  -2.06  0.003
Cl  5.38  -0.33  -2.62  0.003
Cl  5.58  1.83  -0.72  0.004
C  3.18  0.93  -1.64  0.020
O  2.76  1.49  -0.61  0.114
O  2.47  0.19  -2.36  0.102

## Properties
Spin multiplicity: 5
HOMO (spin up / spin down) (eV): -10.57 / -10.51
ΔE to the lowest compared entry with this formula, charge and spin (kcal/mol): 22.5
Max |F| (eV/A): 1.24
Orbital gap (spin up / spin down) (eV): 7.4 / 5.3
Net charge: +1
DFT total energy (eV): -243044.0194

---

# 3
Molecular formula: C43H53Zr
Method: DFT, ωB97M-V/def2-TZVPD

Each line ends with the Löwdin charge.
CARTESIAN COORDINATES (ANGSTROEM)
C  0.61  -0.08  0.78  -0.040
C  -0.71  0.60  0.74  -0.354
C  -1.43  1.05  1.90  -0.262
C  -0.93  0.90  3.29  -0.032
C  -2.51  1.87  1.46  -0.234
C  -3.37  2.71  2.32  -0.035
C  -2.50  1.89  0.05  -0.250
C  -3.16  2.88  -0.83  -0.030
C  -1.42  1.05  -0.43  -0.328
C  -1.15  0.74  -1.85  -0.052
Zr  -2.44  -1.04  0.27  1.671
C  1.62  -1.10  -2.59  -0.078
C  -1.35  -2.61  1.39  -0.274
C  -4.18  -2.43  -0.48  -0.347
C  -4.03  -3.81  0.07  -0.072
C  -4.64  -1.24  0.24  -0.415
C  -4.89  -1.14  1.71  -0.063
C  -4.71  -0.16  -0.73  -0.265
C  -5.66  0.94  -0.53  -0.047
C  -4.23  -0.65  -1.99  -0.220
C  -4.23  0.07  -3.29  -0.033
C  -3.79  -2.00  -1.80  -0.274
C  -3.14  -2.87  -2.83  -0.039
H  1.38  0.68  1.03  0.071
H  0.66  -0.82  1.59  0.054
H  0.83  -0.58  -0.17  0.064
H  -0.02  1.49  3.46  0.087
H  -1.68  1.21  4.02  0.068
H  -0.67  -0.15  3.50  0.076
H  -3.15  3.77  2.18  0.071
H  -4.43  2.58  2.08  0.066
H  -3.25  2.47  3.38  0.068
H  -2.41  3.51  -1.33  0.083
H  -3.77  2.38  -1.61  0.064
H  -5.82  1.52  -1.44  0.073
H  -1.74  1.40  -2.52  0.086
H  -0.08  0.82  -2.07  0.052
H  -1.39  -0.31  -2.16  0.061
H  0.61  -1.36  -3.00  -0.072
H  2.40  -0.58  -3.17  -0.066
H  1.79  -1.82  -1.76  -0.066
H  -2.04  -2.65  2.25  -0.017
H  -1.20  -3.64  1.02  -0.012
H  -0.38  -2.30  1.81  -0.028
H  -4.67  -4.54  -0.46  0.086
H  -2.99  -4.17  -0.04  0.060
H  -4.26  -3.85  1.14  0.078
H  -5.42  -2.06  1.95  0.082
H  -4.06  -1.03  2.45  0.085
H  -5.55  -0.29  1.85  0.082
H  -6.63  0.52  -0.24  0.096
H  -5.36  1.61  0.27  0.063
H  -3.83  3.52  -0.23  0.089
H  -4.58  -0.60  -4.09  0.082
H  -4.89  0.95  -3.27  0.074
H  -3.24  0.43  -3.59  0.075
H  -3.48  -2.60  -3.84  0.077
H  -2.03  -2.78  -2.84  0.081
H  -3.37  -3.94  -2.65  0.080
C  -1.72  6.22  -0.62  -0.134
C  -0.96  5.85  -1.74  -0.114
C  0.03  4.88  -1.63  -0.041
C  0.30  4.25  -0.38  -0.164
C  1.43  3.29  -0.25  -0.135
C  1.70  2.50  -1.39  -0.087
C  2.52  1.42  -1.63  -0.160
C  3.33  1.45  -2.80  -0.277
C  4.51  0.67  -2.78  -0.073
C  5.51  0.90  -3.72  -0.113
C  5.30  1.79  -4.77  -0.145
C  4.08  2.47  -4.89  -0.115
C  3.04  2.21  -3.98  -0.038
C  2.16  3.13  1.01  -0.167
C  3.18  2.16  1.22  -0.064
C  3.56  1.81  2.51  -0.113
C  3.12  2.55  3.61  -0.147
C  2.36  3.71  3.39  -0.121
C  1.92  4.02  2.10  -0.066
C  -0.56  4.56  0.69  -0.079
C  -1.50  5.59  0.60  -0.113
H  -2.41  7.07  -0.69  0.086
H  -1.14  6.31  -2.71  0.091
H  0.67  4.65  -2.49  0.106
H  1.24  2.88  -2.29  0.070
H  2.72  0.67  -0.88  0.072
H  4.61  -0.05  -1.98  0.108
H  6.44  0.35  -3.62  0.088
H  6.11  2.05  -5.44  0.075
H  3.91  3.20  -5.71  0.093
H  2.01  2.60  -4.14  0.106
H  3.69  1.74  0.35  0.098
H  4.21  0.94  2.66  0.096
H  3.47  2.32  4.62  0.084
H  2.04  4.34  4.22  0.089
H  1.39  4.96  1.93  0.102
H  -0.48  3.99  1.61  0.106
H  -2.07  5.89  1.48  0.097

## Properties
HOMO (eV): -1.35
ΔE to the lowest compared entry with this formula, charge and spin (kcal/mol): 145.1
Max |F| (eV/A): 3.93
Orbital gap (eV): 2.8
Net charge: -1
DFT total energy (eV): -46724.8218

---

# 4
Molecular formula: C43H54N3O8S3Se2SiSnTe
Method: DFT, ωB97M-V/def2-TZVPD

Each line ends with the Löwdin spin population.
CARTESIAN COORDINATES (ANGSTROEM)
Sn  0.31  -0.54  -1.16  -0.004
S  0.08  2.56  1.54  0.345
C  0.54  1.27  2.59  0.053
N  0.85  0.05  2.31  0.017
C  1.21  -0.67  3.44  0.000
C  1.62  -2.00  3.44  0.003
C  1.97  -2.60  4.64  0.000
C  1.92  -1.89  5.84  0.004
C  1.52  -0.56  5.86  0.002
C  1.18  0.04  4.65  0.009
S  0.69  1.67  4.34  0.030
H  1.64  -2.55  2.51  0.000
H  2.27  -3.64  4.64  0.000
H  2.18  -2.39  6.77  0.000
H  1.48  0.00  6.79  0.000
C  5.22  -0.02  -0.22  0.000
C  3.86  -0.12  0.46  0.000
C  3.94  0.43  1.88  0.000
C  3.33  -1.54  0.46  0.000
O  2.87  0.64  -0.28  0.001
Si  2.85  2.18  -0.90  0.043
S  0.79  2.61  -1.03  0.449
O  3.69  3.13  0.16  0.000
C  3.93  4.53  0.27  0.000
C  2.95  5.37  -0.54  0.000
C  5.35  4.78  -0.22  0.000
C  3.80  4.87  1.75  0.000
O  3.69  2.30  -2.30  0.015
C  3.57  1.77  -3.62  0.002
C  4.97  1.87  -4.22  0.000
C  3.11  0.32  -3.62  0.000
C  2.60  2.64  -4.41  0.008
H  5.96  -0.57  0.36  0.000
H  5.53  1.03  -0.30  0.000
H  5.18  -0.44  -1.23  0.000
H  4.60  -0.20  2.48  0.000
H  2.95  0.43  2.34  0.000
H  4.31  1.45  1.87  0.000
H  3.96  -2.19  1.07  0.000
H  3.28  -1.93  -0.56  0.000
H  2.32  -1.54  0.87  0.000
H  2.98  5.10  -1.59  0.001
H  3.21  6.43  -0.43  0.000
H  1.93  5.22  -0.19  0.000
H  5.43  4.47  -1.27  0.000
H  6.06  4.20  0.36  0.000
H  5.61  5.84  -0.14  0.000
H  2.80  4.59  2.10  0.000
H  3.96  5.94  1.92  0.000
H  4.54  4.30  2.33  0.000
H  5.66  1.20  -3.69  0.000
H  5.35  2.89  -4.15  0.000
H  4.94  1.57  -5.28  0.000
H  3.65  -0.25  -2.86  0.000
H  3.28  -0.14  -4.59  0.000
H  2.04  0.25  -3.40  0.000
H  3.00  3.66  -4.50  0.000
H  1.64  2.69  -3.88  0.009
H  2.41  2.22  -5.40  0.000
Se  -0.64  0.66  -3.43  0.012
C  -0.26  0.09  -5.13  0.002
N  0.00  -0.09  -6.24  0.003
O  1.34  -2.42  -2.02  -0.001
Se  -0.02  -3.14  -2.73  0.000
O  -0.16  -4.72  -2.31  0.000
O  -1.21  -2.23  -1.92  0.000
O  -0.03  -2.90  -4.33  0.000
C  -7.15  -7.18  2.07  0.000
C  -5.96  -6.34  1.68  0.000
C  -5.17  -6.67  0.59  0.000
C  -4.06  -5.91  0.23  0.000
C  -3.30  -6.29  -1.03  0.000
C  -3.70  -4.80  1.02  0.000
Te  -1.91  -3.82  0.31  0.000
N  -2.12  -1.94  0.97  0.000
C  -3.18  -1.63  0.23  0.000
O  -3.79  -2.51  -0.46  0.000
C  -3.75  -0.25  0.28  0.000
C  -5.14  -0.12  0.37  0.000
C  -5.73  1.14  0.35  0.000
C  -4.93  2.28  0.20  0.000
C  -3.56  2.15  0.09  0.000
C  -2.97  0.89  0.15  0.000
C  -0.83  -4.65  2.02  0.000
C  -1.44  -4.93  3.25  0.000
C  -0.83  -5.74  4.19  0.000
C  0.41  -6.31  3.91  0.000
C  1.04  -6.02  2.71  0.000
C  0.44  -5.18  1.76  0.000
C  1.20  -4.84  0.50  0.000
C  -4.53  -4.41  2.08  0.000
C  -4.34  -3.13  2.87  0.000
C  -5.64  -5.19  2.39  0.000
H  -7.28  -8.01  1.38  0.000
H  -8.07  -6.59  2.07  0.000
H  -7.02  -7.58  3.08  0.000
H  -5.43  -7.53  -0.01  0.000
H  -3.82  -7.10  -1.55  0.000
H  -2.28  -6.61  -0.83  0.000
H  -3.24  -5.45  -1.71  0.000
H  -5.74  -1.01  0.45  0.000
H  -6.80  1.23  0.42  0.000
H  -5.39  3.26  0.14  0.000
H  -2.92  3.02  -0.03  0.000
H  -1.90  0.81  0.09  -0.001
H  -2.41  -4.52  3.48  0.000
H  -1.32  -5.94  5.14  0.000
H  0.89  -6.97  4.63  0.000
H  2.01  -6.45  2.49  0.000
H  2.24  -5.16  0.56  0.000
H  1.19  -3.77  0.29  0.000
H  0.75  -5.30  -0.39  0.000
H  -3.38  -2.66  2.69  0.000
H  -4.46  -3.32  3.94  0.000
H  -5.11  -2.41  2.58  0.000
H  -6.27  -4.88  3.21  0.000

## Properties
Spin multiplicity: 2
HOMO (spin up / spin down) (eV): -2.48 / -2.87
ΔE to the lowest compared entry with this formula, charge and spin (kcal/mol): 25.7
Max |F| (eV/A): 1.23
Orbital gap (spin up / spin down) (eV): 6.1 / 6.4
Net charge: -2
DFT total energy (eV): -250524.0333